Here is the molecule CH4BCl in a non-equilibrium geometry from the OMol25 dataset. Energies are from wB97M-V/def2-TZVPD.

## Properties
Calculated total energy, eV: -14295.97378
F_max, hartree/bohr: 0.050
Kohn-Sham gap, hartree: 0.3100
HOMO level, eV: -8.6
Relative energy (zero: lowest compared OMol25 entry of this formula, charge and spin), kJ/mol: 485.3

Bonds (Å) are listed after each position.
Cartesian coordinates (Å):
1 B 0.37002 0.99128 0.39867  Cl3 1.803, H4 1.201, H5 1.133
2 C -0.20797 -1.37651 -0.50165  Cl3 1.937, H6 1.049, H7 1.144
3 Cl 1.37269 -0.25989 -0.42674  B1 1.803, C2 1.937
4 H 0.07519 1.85425 -0.38298  B1 1.201
5 H 0.18489 1.02527 1.51635  B1 1.133
6 H -0.62940 -1.17619 0.43795  C2 1.049
7 H -1.16542 -1.05821 -1.04159  C2 1.144

Here are the Mulliken charges for atoms 1 to 4, given in e: number 1, B, carries 0.188; number 2, C, carries -0.624; number 3, Cl, carries 0.068; number 4, H, carries -0.031



Here is a 14-piece molecular cluster, C52H96N10O26P2 overall in a non-equilibrium geometry from the OMol25 dataset. Energies are from wB97M-V/def2-TZVPD.

## Properties
Calculated total energy, eV: -142188.79334
F_max, hartree/bohr: 0.123
Kohn-Sham gap, hartree: 0.2959
HOMO level, eV: -7.9

Bonds (Å) are listed after each position.
Cartesian coordinates (Å):
1 C 7.96536 -2.18052 24.08817  C2 1.480, O6 1.433, H7 1.090, H8 1.090
2 C 7.60513 -1.36988 25.27336  C1 1.480, O3 1.475, H9 1.090, H10 1.090
3 O 6.80151 -0.25081 24.74797  C2 1.475, C4 1.323
4 C 6.95553 -0.15095 23.43750  O3 1.323, O5 1.179, O6 1.439
5 O 6.55390 0.73892 22.77665  C4 1.179
6 O 7.67921 -1.31031 22.98574  C1 1.433, C4 1.439
7 H 7.30750 -3.03999 23.95915  C1 1.090
8 H 9.02362 -2.43941 24.12223  C1 1.090
9 H 8.48312 -0.94126 25.75659  C2 1.090
10 H 7.08094 -1.97138 26.01600  C2 1.090
11 C 7.99749 0.65673 19.81480  C12 1.523, O16 1.376, H17 1.090, H18 1.090
12 C 8.13757 2.16793 19.94191  C11 1.523, O13 1.438, H19 1.090, H20 1.090
13 O 9.56496 2.34117 19.92506  C12 1.438, C14 1.284
14 C 10.08736 1.28440 20.43509  O13 1.284, O15 1.252, O16 1.365
15 O 11.24194 1.17845 20.90810  C14 1.252
16 O 9.13861 0.30536 20.49896  C11 1.376, C14 1.365
17 H 8.05686 0.34117 18.77317  C11 1.090
18 H 7.08687 0.16495 20.15686  C11 1.090
19 H 7.56347 2.75867 20.65572  C12 1.090
20 H 7.72906 2.55829 19.00979  C12 1.090
21 C 13.81325 -3.66227 23.07782  C22 1.480, O26 1.436, H27 1.090, H28 1.090
22 C 12.54500 -3.14744 22.51601  C21 1.480, O23 1.388, H29 1.090, H30 1.090
23 O 12.24081 -2.07693 23.34474  C22 1.388, C24 1.369
24 C 13.12716 -2.04831 24.38804  O23 1.369, O25 1.219, O26 1.274
25 O 12.99451 -1.22008 25.27203  C24 1.219
26 O 14.18369 -2.67851 24.05571  C21 1.436, C24 1.274
27 H 14.58265 -3.74147 22.30979  C21 1.090
28 H 13.64055 -4.60829 23.59097  C21 1.090
29 H 11.71653 -3.85578 22.51872  C22 1.090
30 H 12.51767 -2.84909 21.46799  C22 1.090
31 C 13.08564 -7.82975 21.42778  C32 1.536, O36 1.426, H37 1.090, H38 1.090
32 C 11.62237 -8.01574 20.99988  C31 1.536, O33 1.405, H39 1.090, H40 1.090
33 O 11.00659 -7.03678 21.79803  C32 1.405, C34 1.350
34 C 11.78438 -6.76367 22.86667  O33 1.350, O35 1.173, O36 1.303
35 O 11.58191 -5.95451 23.69192  C34 1.173
36 O 12.89579 -7.43972 22.78593  C31 1.426, C34 1.303
37 H 13.53985 -7.10285 20.75443  C31 1.090
38 H 13.74352 -8.69873 21.41581  C31 1.090
39 H 11.23879 -8.97614 21.34424  C32 1.090
40 H 11.51471 -7.85019 19.92791  C32 1.090
41 C 10.20948 -2.24527 18.11850  C42 1.454, O46 1.414, H47 1.090, H48 1.090
42 C 11.52998 -1.67904 18.34383  C41 1.454, O43 1.415, H49 1.090, H50 1.090
43 O 12.26444 -2.77111 18.86276  C42 1.415, C44 1.285
44 C 11.56119 -3.84342 18.93799  O43 1.285, O45 1.244, O46 1.262
45 O 11.92007 -4.92644 19.43265  C44 1.244
46 O 10.36870 -3.54342 18.65524  C41 1.414, C44 1.262
47 H 9.95349 -2.44635 17.07824  C41 1.090
48 H 9.51611 -1.55139 18.59377  C41 1.090
49 H 11.48570 -0.80263 18.99039  C42 1.090
50 H 11.91215 -1.53956 17.33260  C42 1.090
51 C 8.47556 -4.80550 20.89011  C52 1.485, O56 1.403, H57 1.090, H58 1.090
52 C 7.74055 -5.62641 19.89495  C51 1.485, O53 1.445, H59 1.090, H60 1.090
53 O 7.43928 -4.59439 18.93013  C52 1.445, C54 1.334
54 C 7.46111 -3.38648 19.49631  O53 1.334, O55 1.241, O56 1.361
55 O 7.03765 -2.30478 19.06080  C54 1.241
56 O 7.96336 -3.50652 20.75576  C51 1.403, C54 1.361
57 H 9.53974 -4.93192 20.69101  C51 1.090
58 H 8.42508 -5.11164 21.93501  C51 1.090
59 H 6.85069 -6.19056 20.17423  C52 1.090
60 H 8.44994 -6.39884 19.59793  C52 1.090
61 C 18.68709 -5.31902 26.70916  C62 1.494, O66 1.447, H67 1.090, H68 1.090
62 C 17.33630 -5.00120 26.15560  C61 1.494, O63 1.412, H69 1.090, H70 1.090
63 O 17.58814 -4.28248 24.96642  C62 1.412, C64 1.306
64 C 18.75253 -4.68159 24.52949  O63 1.306, O65 1.244, O66 1.338
65 O 19.32633 -4.34005 23.47943  C64 1.244
66 O 19.48809 -5.22362 25.50752  C61 1.447, C64 1.338
67 H 18.75910 -6.27186 27.23357  C61 1.090
68 H 18.91063 -4.47977 27.36778  C61 1.090
69 H 16.88327 -4.59392 27.05947  C62 1.090
70 H 16.62524 -5.82303 26.07150  C62 1.090
71 C 13.48817 -4.91058 27.24335  C72 1.556, O76 1.450, H77 1.090, H78 1.090
72 C 14.31331 -4.27438 28.39912  C71 1.556, O73 1.369, H79 1.090, H80 1.090
73 O 13.36835 -4.05610 29.36522  C72 1.369, C74 1.343
74 C 12.14149 -3.93229 28.83357  O73 1.343, O75 1.196, O76 1.361
75 O 11.10224 -3.74035 29.39324  C74 1.196
76 O 12.21667 -4.27058 27.51742  C71 1.450, C74 1.361
77 H 13.36970 -5.98978 27.34022  C71 1.090
78 H 13.79363 -4.59178 26.24678  C71 1.090
79 H 14.89758 -3.42678 28.04095  C72 1.090
80 H 14.97046 -5.08911 28.70323  C72 1.090
81 C 14.91189 1.69309 19.79668  C82 1.446, H86 1.090, H87 1.090, H88 1.090
82 C 15.87415 1.02467 18.94858  C81 1.446, C83 1.535, H89 1.090, H90 1.090
83 C 15.18567 -0.08735 18.14548  C82 1.535, C84 1.454, H91 1.090, H92 1.090
84 C 16.03804 -0.94035 17.33265  C83 1.454, N85 1.126
85 N 16.69319 -1.61101 16.70872  C84 1.126
86 H 15.31954 2.61577 20.20970  C81 1.090
87 H 14.63591 1.17045 20.71253  C81 1.090
88 H 14.02036 1.98206 19.24011  C81 1.090
89 H 16.61410 0.66890 19.66550  C82 1.090
90 H 16.40663 1.62758 18.21301  C82 1.090
91 H 14.57969 0.33913 17.34610  C83 1.090
92 H 14.60008 -0.85354 18.65358  C83 1.090
93 C 15.04665 1.82578 25.49942  C94 1.538, H98 1.090, H99 1.090, H100 1.090
94 C 15.81385 0.63328 24.90330  C93 1.538, C95 1.509, H101 1.090, H102 1.090
95 C 15.40072 0.52975 23.45564  C94 1.509, C96 1.410, H103 1.090, H104 1.090
96 C 15.95083 -0.59711 22.81034  C95 1.410, N97 1.135
97 N 16.41235 -1.51770 22.33265  C96 1.135
98 H 15.80330 2.35871 26.07522  C93 1.090
99 H 14.28778 1.56904 26.23856  C93 1.090
100 H 14.59489 2.49441 24.76665  C93 1.090
101 H 15.41413 -0.30473 25.28862  C94 1.090
102 H 16.83890 0.90450 25.15591  C94 1.090
103 H 15.83398 1.29464 22.81119  C95 1.090
104 H 14.32716 0.35457 23.38569  C95 1.090
105 C 17.07844 -4.40329 19.38421  C106 1.512, H110 1.090, H111 1.090, H112 1.090
106 C 16.40754 -5.63721 18.82529  C105 1.512, C107 1.536, H113 1.090, H114 1.090
107 C 15.16148 -5.31009 17.98949  C106 1.536, C108 1.514, H115 1.090, H116 1.090
108 C 14.53488 -6.56765 17.42496  C107 1.514, N109 1.153
109 N 14.09351 -7.55752 17.03032  C108 1.153
110 H 17.67420 -3.86309 18.64846  C105 1.090
111 H 17.85022 -4.62605 20.12098  C105 1.090
112 H 16.40820 -3.75327 19.94667  C105 1.090
113 H 16.18682 -6.20520 19.72904  C106 1.090
114 H 17.26366 -5.96751 18.23703  C106 1.090
115 H 15.55858 -4.80113 17.11122  C107 1.090
116 H 14.37083 -4.75707 18.49657  C107 1.090
117 C 16.86584 -7.33517 22.63885  C118 1.465, H122 1.090, H123 1.090, H124 1.090
118 C 16.63100 -8.77546 22.76691  C117 1.465, C119 1.531, H125 1.090, H126 1.090
119 C 16.37588 -9.34188 24.16616  C118 1.531, C120 1.482, H127 1.090, H128 1.090
120 C 15.63123 -8.58719 25.20187  C119 1.482, N121 1.169
121 N 14.99604 -8.06375 26.03191  C120 1.169
122 H 17.86043 -6.99385 22.92592  C117 1.090
123 H 16.20260 -6.69080 23.21592  C117 1.090
124 H 16.62098 -7.11954 21.59882  C117 1.090
125 H 17.44368 -9.23080 22.20095  C118 1.090
126 H 15.71773 -9.05547 22.24191  C118 1.090
127 H 17.29152 -9.73897 24.60437  C119 1.090
128 H 15.78104 -10.25244 24.09441  C119 1.090
129 O 10.61356 4.33649 26.86804  P130 1.517
130 P 9.39241 3.56470 27.33234  O129 1.517, N131 1.753, N134 1.676, N137 1.759
131 N 8.73532 3.86162 28.92974  P130 1.753, C132 1.525, C133 1.431
132 C 7.25347 3.68134 29.24042  N131 1.525, H140 1.090, H141 1.090, H142 1.090
133 C 9.50953 4.50568 29.94569  N131 1.431, H143 1.090, H144 1.090, H145 1.090
134 N 9.60183 1.90297 27.27686  P130 1.676, C135 1.418, C136 1.486
135 C 8.76114 1.12917 28.11579  N134 1.418, H146 1.090, H147 1.090, H148 1.090
136 C 10.88836 1.32706 26.80597  N134 1.486, H149 1.090, H150 1.090, H151 1.090
137 N 8.01889 3.81607 26.26240  P130 1.759, C138 1.464, C139 1.449
138 C 7.49295 2.96399 25.19505  N137 1.464, H152 1.090, H153 1.090, H154 1.090
139 C 7.41803 5.12657 26.40541  N137 1.449, H155 1.090, H156 1.090, H157 1.090
140 H 6.94318 4.65447 29.62100  C132 1.090
141 H 7.06933 3.08031 30.13090  C132 1.090
142 H 6.60583 3.49649 28.38339  C132 1.090
143 H 9.04206 5.47324 30.12848  C133 1.090
144 H 10.57243 4.69919 29.80114  C133 1.090
145 H 9.37070 4.11452 30.95357  C133 1.090
146 H 8.79055 0.05496 27.93328  C135 1.090
147 H 9.20795 1.19130 29.10805  C135 1.090
148 H 7.75882 1.55729 28.12930  C135 1.090
149 H 11.68742 1.14058 27.52349  C136 1.090
150 H 10.76632 0.32675 26.39053  C136 1.090
151 H 11.41258 2.07020 26.20510  C136 1.090
152 H 8.13650 2.10265 25.01604  C138 1.090
153 H 6.43103 2.71832 25.18562  C138 1.090
154 H 7.47744 3.54585 24.27347  C138 1.090
155 H 7.81806 5.71641 27.23013  C139 1.090
156 H 6.36144 4.90724 26.55918  C139 1.090
157 H 7.59495 5.68546 25.48649  C139 1.090
158 O 14.17902 3.20822 32.63387  P159 1.501
159 P 15.27542 3.30518 31.61315  O158 1.501, N160 1.702, N163 1.727, N166 1.717
160 N 16.18140 4.73993 31.75046  P159 1.702, C161 1.497, C162 1.436
161 C 15.49348 6.02175 32.10324  N160 1.497, H169 1.090, H170 1.090, H171 1.090
162 C 17.43307 4.94893 31.07759  N160 1.436, H172 1.090, H173 1.090, H174 1.090
163 N 14.57629 3.40980 30.03798  P159 1.727, C164 1.480, C165 1.495
164 C 13.24238 3.93548 29.67123  N163 1.480, H175 1.090, H176 1.090, H177 1.090
165 C 15.29870 2.98112 28.80175  N163 1.495, H178 1.090, H179 1.090, H180 1.090
166 N 16.31650 1.93961 31.60688  P159 1.717, C167 1.527, C168 1.489
167 C 15.73989 0.57717 31.22700  N166 1.527, H181 1.090, H182 1.090, H183 1.090
168 C 17.39833 1.68006 32.59603  N166 1.489, H184 1.090, H185 1.090, H186 1.090
169 H 14.41956 5.90636 32.24978  C161 1.090
170 H 15.68096 6.82115 31.38634  C161 1.090
171 H 15.91150 6.19191 33.09541  C161 1.090
172 H 17.33203 4.49374 30.09235  C162 1.090
173 H 18.32360 4.58877 31.59270  C162 1.090
174 H 17.71501 5.98561 30.89347  C162 1.090
175 H 13.19306 5.02435 29.66548  C164 1.090
176 H 13.06043 3.63210 28.64023  C164 1.090
177 H 12.44125 3.29325 30.03707  C164 1.090
178 H 15.27024 3.91980 28.24842  C165 1.090
179 H 16.33660 2.79132 29.07531  C165 1.090
180 H 14.80711 2.08536 28.42222  C165 1.090
181 H 16.37768 -0.23813 31.56847  C167 1.090
182 H 14.82522 0.51264 31.81634  C167 1.090
183 H 15.73881 0.60442 30.13734  C167 1.090
184 H 17.94778 2.59550 32.81550  C168 1.090
185 H 18.05653 0.83435 32.39693  C168 1.090
186 H 16.99026 1.23752 33.50474  C168 1.090

Here are the Mulliken charges for atoms 1 to 4, given in e: number 1, C, carries -0.004; number 2, C, carries 0.146; number 3, O, carries -0.339; number 4, C, carries 0.501



Here is the molecule C6H8N2O in a non-equilibrium geometry from the OMol25 dataset. Energies are from wB97M-V/def2-TZVPD.

## Properties
Calculated total energy, eV: -11376.74976
F_max, hartree/bohr: 0.069
Kohn-Sham gap, hartree: 0.3210
HOMO level, eV: -9.0
SMILES: C=C(C#N)C(=O)CNC
Relative energy (zero: lowest compared OMol25 entry of this formula, charge and spin), kJ/mol: 250.6

Bonds (Å) are listed after each position.
Cartesian coordinates (Å):
1 C 2.46466 -0.98527 -0.72186  C2 1.364, H10 1.111, H11 1.127
2 C 1.56830 -0.54083 0.20543  C1 1.364, C3 1.423, C5 1.527
3 C 2.04862 0.04359 1.41113  C2 1.423, N4 1.147
4 N 2.43593 0.63125 2.31741  C3 1.147
5 C 0.07950 -0.87335 0.12814  C2 1.527, O6 1.201, C7 1.499
6 O -0.45511 -1.20232 1.15257  C5 1.201
7 C -0.69077 -0.27584 -1.01123  C5 1.499, N8 1.431, H12 1.037, H13 1.073
8 N -1.18073 0.98990 -0.55804  C7 1.431, C9 1.449, H14 1.068
9 C -2.15237 1.04833 0.51555  N8 1.449, H15 1.048, H16 1.073, H17 1.167
10 H 1.97488 -1.43294 -1.61275  C1 1.111
11 H 3.54537 -1.19044 -0.47763  C1 1.127
12 H -0.24267 -0.13363 -1.93511  C7 1.037
13 H -1.53509 -0.92871 -1.12641  C7 1.073
14 H -0.49522 1.80109 -0.44883  N8 1.068
15 H -2.92720 0.45833 0.12875  C9 1.048
16 H -2.67922 1.98302 0.51084  C9 1.073
17 H -1.75887 0.60781 1.52204  C9 1.167

Here are the Mulliken charges for atoms 1 to 4, given in e: number 1, C, carries -0.793; number 2, C, carries 0.405; number 3, C, carries 0.096; number 4, N, carries -0.446



> Which value of F_max does entry 1 give?

0.050 hartree/bohr



> Which of these has the highest HOMO level?

C52H96N10O26P2



What did the first record say?
Here is the molecule CH4BCl in a non-equilibrium geometry from the OMol25 dataset. Energies are from wB97M-V/def2-TZVPD.

## Properties
Calculated total energy, eV: -14295.97378
F_max, hartree/bohr: 0.050
Kohn-Sham gap, hartree: 0.3100
HOMO level, eV: -8.6
Relative energy (zero: lowest compared OMol25 entry of this formula, charge and spin), kJ/mol: 485.3

Bonds (Å) are listed after each position.
Cartesian coordinates (Å):
1 B 0.37002 0.99128 0.39867  Cl3 1.803, H4 1.201, H5 1.133
2 C -0.20797 -1.37651 -0.50165  Cl3 1.937, H6 1.049, H7 1.144
3 Cl 1.37269 -0.25989 -0.42674  B1 1.803, C2 1.937
4 H 0.07519 1.85425 -0.38298  B1 1.201
5 H 0.18489 1.02527 1.51635  B1 1.133
6 H -0.62940 -1.17619 0.43795  C2 1.049
7 H -1.16542 -1.05821 -1.04159  C2 1.144

Here are the Mulliken charges for atoms 1 to 4, given in e: number 1, B, carries 0.188; number 2, C, carries -0.624; number 3, Cl, carries 0.068; number 4, H, carries -0.031